1.
The following is a DFT calculation (wB97M-V/def2-TZVPD) of C4H4N4 as an isolated structure.

Element x y z (Å)
C: 1.3111 1.1135 -1.0755
C: 0.1079 0.5823 0.4951
C: -0.8933 -1.6613 -0.0709
C: 0.3964 -0.0714 -0.7062
H: 2.3902 0.8683 -1.0611
H: 1.0993 1.6819 -1.9676
H: 1.6441 1.9378 0.8277
H: -1.2903 -2.6450 -0.1995
N: 0.8431 1.8039 0.2126
N: -0.8224 0.2324 1.3029
N: -1.3523 -1.0033 0.9821
N: -0.0078 -1.2647 -0.9911

For the LUMO energy, the calculation gives -0.00310 Ha. The value obtained for the HOMO energy is -9.594 eV. As for the frontier orbital gap: 9.51 eV. For the maximum force, the calculation gives 0.03167 Eh/bohr.


2.
The following is a DFT calculation (wB97M-V/def2-TZVPD) of C4H4N4 in the gas phase.

Element x y z (Å)
C: 0.8769 0.5700 -0.1394
C: -0.3032 -1.8663 -0.3728
C: -0.6567 0.3757 0.2893
C: 1.5818 -0.6360 -0.2033
N: 0.9940 1.7901 -0.3556
N: 0.9986 -1.7582 -0.4087
N: -1.0803 -0.8262 0.1339
N: -1.2835 1.5486 0.6095
H: -0.8340 -2.6179 -0.9436
H: 2.5714 -0.6285 -0.0639
H: -0.6169 2.3888 0.5754
H: -2.2482 1.6599 0.8791

For the LUMO energy (spin up / spin down), the calculation gives -0.02560 / -0.05412 Ha. The value obtained for the HOMO energy (spin up / spin down) is -7.834 / -8.626 eV. As for the frontier orbital gap (spin up / spin down): 7.14 / 7.15 eV. For the maximum force, the calculation gives 0.08265 Eh/bohr.


3.
The following is a DFT calculation (wB97M-V/def2-TZVPD) of C4H4N4O as an isolated structure.

Element x y z (Å)
C: -0.4340 -0.6407 1.1243
C: -0.0485 -2.0877 0.7817
C: -0.4349 0.6419 -1.0738
C: 0.2888 1.7520 -1.7087
H: -0.2384 -0.6209 2.2166
H: -1.6687 -0.6051 0.6015
H: -0.3346 0.0246 -1.8540
H: -1.8638 0.8246 -0.5899
N: 1.4104 0.6316 0.3763
N: 0.2118 0.3291 0.2055
N: 0.4053 -3.0927 0.5880
N: 0.7898 2.6635 -2.1625
O: 1.9170 0.1800 1.4949

For the LUMO energy, the calculation gives -0.03284 Ha. The value obtained for the HOMO energy is -10.337 eV. As for the frontier orbital gap: 9.44 eV. For the maximum force, the calculation gives 0.12391 Eh/bohr.


4.
The following is a DFT calculation (wB97M-V/def2-TZVPD) of C4H4N5OP in the gas phase.

Element x y z (Å)
N: -2.1573 -0.1267 0.0659
P: -1.0030 0.2047 1.2321
N: 0.2798 -1.2269 0.8492
C: 1.4390 -0.8443 0.5548
N: 2.5210 -1.6966 0.3355
C: 3.5025 -0.9238 0.0569
N: 3.2316 0.4534 0.0271
C: 1.9858 0.5487 0.3239
C: 1.1537 1.7604 0.2857
O: 1.5484 2.8809 0.0776
N: -0.1923 1.4730 0.3961
H: -2.9287 -0.6852 0.3996
H: -1.7992 -0.4893 -0.8129
H: 4.4930 -1.2843 -0.1572
H: -0.7731 2.3061 0.3027

For the LUMO energy, the calculation gives -0.06309 Ha. The value obtained for the HOMO energy is -9.711 eV. As for the frontier orbital gap: 7.99 eV. The SMILES is Np1nc2ncnc-2c(=O)[nH]1. For the maximum force, the calculation gives 0.05646 Eh/bohr.


5.
The following is a DFT calculation (wB97M-V/def2-TZVPD) of an isolated ion of composition C4H4NO3 and charge +1.

Element x y z (Å)
N: -1.6954 -0.5125 -0.0394
C: -0.3884 0.1004 0.0020
C: 0.0828 1.3515 0.0668
O: 1.4212 1.4445 0.0633
C: 2.0349 0.2112 -0.0197
O: 3.1982 0.0574 -0.1289
C: 0.9133 -0.8438 0.0227
O: 0.8906 -2.0268 0.0819
H: -2.2238 -0.2646 -0.8925
H: -2.2838 -0.2834 0.7817
H: -1.5259 -1.5384 -0.0504
H: -0.4236 2.3045 0.1126

For the LUMO energy, the calculation gives -0.20541 Ha. The value obtained for the HOMO energy is -14.874 eV. The net charge is +1. As for the frontier orbital gap: 9.28 eV. The SMILES is [NH3+]C1=COC(=O)C1=O. For the maximum force, the calculation gives 0.06334 Eh/bohr.


6.
The following is a DFT calculation (wB97M-V/def2-TZVPD) of C4H4NaO5 as an isolated structure.

Element x y z (Å)
O: -0.3404 0.3958 1.1647
C: 0.4559 -0.1445 0.0822
C: -1.6841 0.3062 0.7637
O: 1.6746 0.5026 0.1650
O: -0.2411 0.4020 -1.0644
C: -1.6160 0.3106 -0.7837
H: -2.2324 1.1664 1.1707
H: -2.1483 -0.6205 1.1400
H: -2.1311 1.1733 -1.2268
H: -2.0533 -0.6109 -1.2026
O: 0.4823 -1.4502 0.0683
C: 3.1621 0.0371 -0.3242
O: 4.0110 0.8849 -0.2385
Na: 2.6610 -2.3527 0.2856

For the LUMO energy, the calculation gives 0.06765 Ha. The value obtained for the HOMO energy is -3.173 eV. The net charge is -1. As for the frontier orbital gap: 5.01 eV. For the maximum force, the calculation gives 0.03669 Eh/bohr.


7.
The following is a DFT calculation (wB97M-V/def2-TZVPD) of C4H4O in the gas phase.

Element x y z (Å)
C: 0.5794 0.0422 2.2211
C: 0.0588 0.1571 1.1364
C: -0.5746 0.2272 -0.1329
C: -0.0143 -0.3417 -1.3427
O: -0.7333 -0.8135 -2.2358
H: 1.0738 -0.0253 3.1698
H: -1.6537 0.3995 -0.1505
H: 1.0621 -0.5938 -1.2238
H: 0.2018 0.9484 -1.4415

For the LUMO energy, the calculation gives -0.04689 Ha. The value obtained for the HOMO energy is -9.116 eV. As for the frontier orbital gap: 7.84 eV. For the maximum force, the calculation gives 0.03887 Eh/bohr.


8.
The following is a DFT calculation (wB97M-V/def2-TZVPD) of C4H4O in the gas phase.

Element x y z (Å)
C: -0.7518 0.7812 0.1408
C: 2.2181 0.3456 -0.2041
C: 0.0781 -0.1969 0.2592
C: -1.3520 -0.5524 -0.1233
O: 1.3737 -0.6221 0.3299
H: -1.1966 1.8005 0.3800
H: 3.2349 0.0503 -0.1574
H: -1.9359 -1.0832 0.5926
H: -1.6685 -0.5230 -1.2178

For the LUMO energy, the calculation gives -0.00541 Ha. The value obtained for the HOMO energy is -9.091 eV. As for the frontier orbital gap: 8.94 eV. For the maximum force, the calculation gives 0.06635 Eh/bohr.


9.
The following is a DFT calculation (wB97M-V/def2-TZVPD) of C4H4O in the gas phase.

Element x y z (Å)
C: -1.4989 0.1870 0.1775
C: 0.7106 0.0441 -0.6147
C: 0.1904 -0.9673 0.3443
C: -0.1714 0.5306 0.4971
O: -2.5560 -0.0583 -0.1236
H: 1.7160 0.4188 -0.3854
H: 0.4850 0.0046 -1.7264
H: 0.9210 -1.5996 0.8364
H: 0.2034 1.4403 0.9949

For the LUMO energy, the calculation gives 0.03258 Ha. The value obtained for the HOMO energy is -7.847 eV. As for the frontier orbital gap: 8.73 eV. For the maximum force, the calculation gives 0.08144 Eh/bohr.


10.
The following is a DFT calculation (wB97M-V/def2-TZVPD) of C4H4O in the gas phase.

Element x y z (Å)
C: 2.1068 -0.5291 0.3375
C: 1.1319 0.0087 -0.1265
C: -0.1806 0.4186 -0.6167
C: -1.3154 0.0391 0.2369
O: -0.9108 1.3914 0.1186
H: 2.8666 -1.1166 0.8139
H: -0.3466 0.4398 -1.6981
H: -1.1169 -0.4439 1.1964
H: -2.2629 -0.2120 -0.2309

For the LUMO energy, the calculation gives 0.03982 Ha. The value obtained for the HOMO energy is -10.029 eV. As for the frontier orbital gap: 11.11 eV. The SMILES is C#C[C@H]1CO1. For the maximum force, the calculation gives 0.01189 Eh/bohr.


11.
The following is a DFT calculation (wB97M-V/def2-TZVPD) of a 2-piece molecular cluster, C4H4O overall.

Element x y z (Å)
C: -0.8548 -0.4946 1.2514
C: 0.4978 -0.1508 1.5900
C: -0.4972 0.5639 0.3809
C: -0.2293 0.5855 -2.1487
O: 0.5155 1.1220 1.0562
H: -1.4654 -1.2956 1.2374
H: 1.4426 -0.5740 1.1901
H: 0.8585 0.5840 -1.7941
H: -0.2677 -0.3403 -2.7632

For the LUMO energy (spin up / spin down), the calculation gives -0.00614 / -0.02711 Ha. The value obtained for the HOMO energy (spin up / spin down) is -7.516 / -9.527 eV. As for the frontier orbital gap (spin up / spin down): 7.35 / 8.79 eV. For the maximum force, the calculation gives 0.09201 Eh/bohr. The expectation value of S² is 2.0263. As for the multiplicity: 3.


12.
The following is a DFT calculation (wB97M-V/def2-TZVPD) of C4H4O2 in the gas phase.

Element x y z (Å)
O: 3.3033 -0.0307 -0.9095
C: 2.2190 -0.0805 -0.3951
C: 0.8905 0.1625 -0.9552
C: -0.2619 0.3586 -0.6364
C: -1.4596 0.3976 0.2155
O: -1.5158 -0.7738 1.0028
H: 2.0635 -0.3058 0.6799
H: -1.2938 1.2153 0.9263
H: -2.3883 0.5884 -0.3338
H: -1.5570 -1.5317 0.4055

For the LUMO energy, the calculation gives 0.00427 Ha. The value obtained for the HOMO energy is -10.401 eV. As for the frontier orbital gap: 10.52 eV. The SMILES is O=CC#CCO. For the maximum force, the calculation gives 0.01358 Eh/bohr.


13.
The following is a DFT calculation (wB97M-V/def2-TZVPD) of a 2-piece molecular cluster, C4H4O2 overall.

Element x y z (Å)
C: -2.0380 -0.6755 -0.5100
C: -1.0207 0.0375 -0.1110
C: -0.0526 0.9366 -0.1903
O: 0.5125 1.9650 -0.0941
H: -2.3874 -1.5174 0.0736
H: -2.6253 -0.4229 -1.3867
C: 1.8417 -0.0165 0.5011
O: 1.0737 -0.7770 1.1125
H: 2.3293 -0.3114 -0.4396
H: 2.3667 0.7817 1.0446

For the LUMO energy, the calculation gives -0.02987 Ha. The value obtained for the HOMO energy is -8.536 eV. As for the frontier orbital gap: 7.72 eV. The SMILES is C=C=C=O.C=O. For the maximum force, the calculation gives 0.10052 Eh/bohr.


14.
The following is a DFT calculation (wB97M-V/def2-TZVPD) of C4H4O2 in the gas phase.

Element x y z (Å)
C: -0.3963 -0.9217 -2.0950
C: -0.1898 -0.6029 -0.9472
C: 0.2794 -0.2655 0.4880
O: 1.6634 -0.1563 0.6717
C: -0.5384 0.8968 0.9194
O: -0.0855 2.0203 1.0711
H: -0.7130 -1.2844 -3.0208
H: -0.1489 -1.1933 1.0770
H: 1.7606 0.9000 0.5971
H: -1.6315 0.6069 1.2384

For the LUMO energy, the calculation gives 0.01902 Ha. The value obtained for the HOMO energy is -10.460 eV. As for the frontier orbital gap: 10.98 eV. The SMILES is C#C[C@@H](O)C=O. For the maximum force, the calculation gives 0.07805 Eh/bohr.


15.
The following is a DFT calculation (wB97M-V/def2-TZVPD) of C4H4O2 in the gas phase.

Element x y z (Å)
C: -2.5463 0.3968 -0.2922
C: -1.3477 0.5194 -0.3590
C: 0.0472 0.4983 -0.0677
O: 0.0449 1.0300 1.0330
C: 1.2733 -0.4246 -0.3526
O: 1.8473 -0.6729 0.9032
H: -3.5493 0.2240 -0.5907
H: 0.9290 -1.3505 -0.8279
H: 2.0395 0.0222 -0.9999
H: 1.2621 -0.2426 1.5538

For the LUMO energy, the calculation gives -0.00993 Ha. The value obtained for the HOMO energy is -10.094 eV. As for the frontier orbital gap: 9.82 eV. The SMILES is C#CC(=O)CO. For the maximum force, the calculation gives 0.05295 Eh/bohr.


16.
The following is a DFT calculation (wB97M-V/def2-TZVPD) of C4H4O2 in the gas phase.

Element x y z (Å)
O: -2.0325 -0.8381 -0.3230
C: -1.5268 0.4569 -0.4693
C: -0.0638 0.7090 -0.5259
O: 0.5303 -0.4800 -0.2569
C: 1.7568 -0.3670 0.2444
C: 2.7566 -0.1709 0.8755
H: -1.2873 -1.4161 -0.1088
H: -1.7478 1.0916 0.4221
H: -2.0143 0.9687 -1.3089
H: 3.6288 0.0458 1.4508

For the LUMO energy, the calculation gives 0.00452 Ha. The value obtained for the HOMO energy is -9.615 eV. As for the frontier orbital gap: 9.74 eV. For the maximum force, the calculation gives 0.01291 Eh/bohr.


17.
The following is a DFT calculation (wB97M-V/def2-TZVPD) of C4H4O2S as an isolated structure.

Element x y z (Å)
C: 0.5756 -0.1901 -0.3941
C: -0.3803 -1.2074 0.1379
C: -1.3946 -1.8173 0.4313
C: 0.6641 1.1088 0.3034
H: 0.7354 1.0469 -2.0272
H: 1.6034 -0.6365 -0.7183
H: -2.4045 -2.1723 1.0456
H: -0.5554 0.5018 1.6204
O: -0.0551 1.2443 1.4958
O: 1.4773 1.8892 -0.1158
S: -0.2658 0.2327 -1.7790

For the LUMO energy, the calculation gives 0.02143 Ha. The value obtained for the HOMO energy is -9.572 eV. As for the frontier orbital gap: 10.15 eV. For the maximum force, the calculation gives 0.10670 Eh/bohr.


18.
The following is a DFT calculation (wB97M-V/def2-TZVPD) of C4H4O2S2 in the gas phase.

Element x y z (Å)
C: 1.2108 0.2115 2.1293
C: 1.0263 -0.1790 1.0017
C: 0.0532 0.3424 -1.2350
C: 0.8207 -0.6201 -0.3804
O: -3.2136 0.7992 0.7846
O: -1.1497 0.8486 -0.6253
S: 0.1629 -2.3267 -0.2245
S: -2.6054 0.1139 -0.3218
H: 1.5627 0.4181 3.1806
H: 0.5797 1.2586 -1.3096
H: -0.1898 -0.2170 -2.0290
H: 1.7422 -0.6494 -0.9705

For the LUMO energy (spin up / spin down), the calculation gives -0.02151 / -0.09427 Ha. The value obtained for the HOMO energy (spin up / spin down) is -9.691 / -8.236 eV. As for the frontier orbital gap (spin up / spin down): 9.11 / 5.67 eV. For the maximum force, the calculation gives 0.08261 Eh/bohr.


19.
The following is a DFT calculation (wB97M-V/def2-TZVPD) of C4H4O2S2 in the gas phase.

Element x y z (Å)
C: -0.4590 1.6116 0.3997
C: 0.2369 0.6563 0.5390
C: 0.9953 -1.2583 -0.8513
C: 0.5848 -0.7054 0.4687
O: 2.8245 0.9882 -1.3102
O: 1.9900 1.5803 0.9427
S: 2.1761 -1.3950 0.3636
S: 2.9942 1.0027 0.1550
H: -0.3502 2.7209 0.4670
H: 0.5055 -2.1974 -1.0933
H: 1.1100 -0.6402 -1.6723
H: -0.2235 -1.3608 0.9284

For the LUMO energy, the calculation gives -0.00960 Ha. The value obtained for the HOMO energy is -8.874 eV. As for the frontier orbital gap: 8.61 eV. For the maximum force, the calculation gives 0.09831 Eh/bohr.


20.
The following is a DFT calculation (wB97M-V/def2-TZVPD) of C4H4O2S2 in the gas phase.

Element x y z (Å)
O: -2.7536 -0.3802 -0.3183
C: -1.6100 -0.5626 -0.0645
S: -0.4351 -1.8957 -0.2687
C: 0.5744 -0.5401 0.4146
C: 1.7013 -0.2458 -0.5316
S: 3.2454 -0.3994 -0.1321
C: -0.5639 0.4448 0.4438
O: -0.4141 1.5719 -0.4005
H: 0.9255 -0.8073 1.4358
H: 1.3905 0.2144 -1.4564
H: -0.8032 0.6153 1.5496
H: -1.2571 1.9846 -0.6717

For the LUMO energy, the calculation gives -0.02218 Ha. The value obtained for the HOMO energy is -9.088 eV. As for the frontier orbital gap: 8.48 eV. The SMILES is O=C1S[C@@H](C=S)[C@H]1O. For the maximum force, the calculation gives 0.03993 Eh/bohr.